# 1
51
Properties=species:S:1:pos:R:3:forces:R:3 method="wB97M-V/def2-TZVPD" charge=+1 gap_ha=0.191 relative_energy_kcal_mol=61.6 e_homo_ev=-11.068 e_tot_ev=-28265.4666
C 2.984 -0.425 1.094 -0.3 0.4 0.6
C 2.173 0.212 1.954 -0.1 -0.3 -0.2
C 0.727 0.521 1.639 0.0 0.1 -0.7
N -0.275 0.035 2.581 0.3 -0.7 0.7
H 4.053 -0.556 1.305 -0.5 0.0 -0.1
H 2.597 -0.825 0.148 0.2 0.2 0.4
H 2.513 0.601 2.921 0.2 -0.2 -0.4
H 0.626 1.615 1.518 0.2 -0.3 -0.1
H 0.483 0.032 0.690 0.2 0.3 -0.2
H 0.072 -0.055 3.538 -0.2 0.2 -0.3
H -1.100 0.619 2.567 0.7 0.1 0.2
C -4.296 -3.387 7.678 0.3 -0.2 0.0
N -5.079 -2.844 6.587 0.0 -0.5 -0.5
C -6.503 -2.824 6.851 0.0 0.6 0.0
C -4.500 -1.965 5.662 0.1 0.4 0.3
C -3.740 -2.471 4.581 0.0 0.1 0.1
C -3.234 -1.615 3.618 -0.1 -0.4 0.0
C -3.398 -0.216 3.730 0.6 0.0 -0.2
C -3.019 0.685 2.662 -2.7 0.2 0.9
C -2.824 2.125 2.844 0.4 0.6 -0.8
C -3.085 2.766 1.591 0.1 0.8 1.4
C -3.115 4.148 1.497 0.2 -0.6 -0.2
C -2.814 4.910 2.636 0.1 -0.5 0.4
C -2.487 4.284 3.849 -0.1 0.2 -0.1
C -2.469 2.890 3.958 -0.2 -0.2 -0.2
C -3.475 1.753 0.630 -0.6 -1.2 -0.6
C -3.445 0.475 1.280 0.5 0.6 -1.0
C -3.947 -0.643 0.608 0.0 0.2 0.0
C -4.454 -0.490 -0.689 0.0 0.3 -0.1
C -4.480 0.768 -1.312 0.1 -0.4 0.3
C -4.007 1.905 -0.641 0.5 -0.1 0.5
C -4.089 0.283 4.858 -0.1 0.4 0.2
C -4.661 -0.566 5.788 0.0 -0.4 -0.3
H -3.232 -3.384 7.427 -0.2 0.0 0.1
H -4.444 -2.808 8.604 0.1 0.0 -0.1
H -4.618 -4.414 7.880 0.1 0.1 0.0
H -7.044 -2.528 5.947 0.0 -0.1 0.2
H -6.819 -3.832 7.144 0.0 0.2 -0.1
H -6.758 -2.135 7.667 -0.1 0.0 0.0
H -3.629 -3.557 4.499 0.0 0.5 0.0
H -2.702 -2.021 2.760 0.0 0.1 0.3
H -3.372 4.605 0.544 0.1 0.1 0.3
H -2.835 5.993 2.577 0.0 -0.1 0.0
H -2.274 4.896 4.725 0.0 -0.2 -0.3
H -2.207 2.396 4.891 0.0 0.2 -0.1
H -3.963 -1.612 1.095 -0.1 0.1 -0.2
H -4.852 -1.356 -1.220 0.2 0.3 0.2
H -4.877 0.867 -2.323 0.1 -0.1 0.3
H -4.030 2.895 -1.090 -0.1 -0.2 -0.1
H -4.249 1.359 4.954 0.0 -0.4 0.0
H -5.227 -0.171 6.633 0.1 -0.1 -0.3

---

# 2
11
Properties=species:S:1:pos:R:3:forces:R:3 method="wB97M-V/def2-TZVPD" charge=0 gap_ha=0.363 relative_energy_kcal_mol=32.6 e_homo_ev=-10.044 e_tot_ev=-48954.6255
C 0.863 0.571 1.014 1.0 -3.3 -0.4
O 2.397 1.928 -0.802 0.5 0.6 0.4
O -1.759 -0.883 0.956 -0.1 0.3 1.1
Si -1.538 -1.401 -0.428 -2.3 0.1 0.2
S 1.464 0.832 -0.720 -0.4 -1.1 0.8
Cl -0.348 1.529 -1.432 -0.8 0.2 -0.3
Cl -3.055 -2.037 -1.557 -0.2 -0.1 -0.4
H 1.235 -0.537 1.263 -0.1 2.4 -0.4
H 1.300 1.270 1.706 -0.1 0.4 0.1
H -0.204 0.328 1.066 0.1 1.0 0.0
H -0.356 -1.602 -1.067 2.3 -0.4 -1.2